(1)
Entry from the OMol25 dataset: one molecule with the formula C4H6N2 (the ωB97M-V functional and the def2-TZVPD basis).

Each line ends with the natural charge from an NBO analysis.
Geometry (Å):
C -1.984 -0.460 0.089  -0.661
C -0.534 -0.100 -0.002  0.167
C -0.061 1.222 -0.597  0.017
N 1.233 1.073 -0.415  -0.548
C 1.638 -0.194 0.202  -0.115
N 0.397 -0.867 0.444  -0.392
H -2.590 0.447 0.164  0.232
H -2.166 -1.109 0.950  0.231
H -2.308 -0.993 -0.813  0.234
H 2.194 -0.021 1.132  0.213
H 1.914 1.776 -0.672  0.406
H 2.269 -0.772 -0.482  0.215

Properties
Kohn-Sham gap = 9.2 eV
Calculated total energy = -265.4566 a.u.
HOMO = -8.672 eV
Max |F| = 0.012 hartree/bohr
ΔE to the lowest compared entry with this formula, charge and spin = 207.4 kJ/mol
Total charge = 0

(2)
Entry from the OMol25 dataset: a 2-piece molecular cluster, C2H4ClN overall at a distorted geometry (the ωB97M-V functional and the def2-TZVPD basis).

Each line ends with the natural charge from an NBO analysis.
Geometry (Å):
C 0.209 -1.724 -0.756  0.281
C -1.222 0.249 -0.030  -0.438
N -0.424 -0.861 -0.323  -0.527
Cl 2.674 0.559 -0.268  -0.277
H 2.941 0.195 0.979  0.279
H -1.639 -0.133 0.844  0.223
H -1.994 0.560 -0.771  0.233
H -0.545 1.156 0.325  0.227

Properties
Kohn-Sham gap = 11.7 eV
Calculated total energy = -593.4885 a.u.
HOMO = -10.996 eV
Max |F| = 0.055 hartree/bohr
ΔE to the lowest compared entry with this formula, charge and spin = 138.3 kJ/mol
Total charge = 0

(3)
Entry from the OMol25 dataset: one molecule with the formula C6H13N at a distorted geometry (the ωB97M-V functional and the def2-TZVPD basis).

Each line ends with the natural charge from an NBO analysis.
Geometry (Å):
C -1.485 1.973 2.195  -0.619
C 0.010 1.890 1.833  -0.431
C 0.136 1.316 0.384  -0.269
C 0.121 -0.041 0.305  0.006
N -0.005 -0.806 -0.846  -0.642
C 0.954 -1.828 -1.206  -0.209
C 0.762 -2.282 -2.636  -0.622
H -1.819 3.012 2.174  0.210
H -2.088 1.274 1.627  0.216
H -1.644 1.679 3.239  0.206
H 0.475 1.153 2.504  0.194
H 0.715 2.722 1.875  0.215
H -0.305 1.880 -0.438  0.186
H 0.151 -0.514 1.288  0.175
H -0.484 -0.235 -1.519  0.376
H 1.961 -1.439 -1.024  0.180
H 0.780 -2.729 -0.601  0.188
H -0.090 -2.949 -2.764  0.213
H 1.625 -2.606 -3.200  0.224
H 0.228 -1.471 -3.191  0.201

Properties
Kohn-Sham gap = 9.1 eV
Calculated total energy = -291.0967 a.u.
HOMO = -7.882 eV
Structure (SMILES) = CC/C=C/NCC
Max |F| = 0.054 hartree/bohr
ΔE to the lowest compared entry with this formula, charge and spin = 163.0 kJ/mol
Total charge = 0

(4)
Entry from the OMol25 dataset: one molecule with the formula C4H7NO (the ωB97M-V functional and the def2-TZVPD basis).

Each line ends with the natural charge from an NBO analysis.
Geometry (Å):
O -1.512 -1.093 0.919  -0.706
C -1.169 -0.108 -0.031  0.040
C -0.498 1.200 0.404  -0.459
N 0.775 0.828 -0.443  -0.529
C 1.360 -0.462 -0.116  -0.220
C 0.078 -0.377 -0.890  -0.073
H -0.852 -1.055 1.623  0.458
H -2.072 0.018 -0.636  0.184
H -0.234 1.311 1.463  0.165
H 0.427 1.859 -0.620  0.499
H 1.360 -0.716 0.943  0.205
H 2.250 -0.735 -0.676  0.223
H 0.087 -0.668 -1.939  0.213

Properties
Kohn-Sham gap = 8.5 eV
Calculated total energy = -286.3887 a.u.
HOMO = -7.627 eV
Max |F| = 0.010 hartree/bohr
ΔE to the lowest compared entry with this formula, charge and spin = 637.7 kJ/mol
Total charge = 0

(5)
Entry from the OMol25 dataset: a 2-piece molecular cluster, C5H12NO overall (the ωB97M-V functional and the def2-TZVPD basis).

Each line ends with the natural charge from an NBO analysis.
Geometry (Å):
O -1.424 1.531 0.055  -0.617
C -2.038 1.303 1.081  0.501
C -2.690 0.010 1.402  -0.737
H -2.135 2.108 1.828  0.147
H -2.614 -0.696 0.576  0.232
H -3.732 0.171 1.674  0.269
H -2.216 -0.412 2.297  0.259
C 1.068 -1.259 0.270  -0.662
C 1.636 -0.350 -0.767  0.134
C 2.887 -0.246 -1.155  -0.347
N 0.620 0.508 -1.424  -0.718
H 1.872 -1.823 0.732  0.260
H 0.550 -0.668 1.040  0.227
H 0.349 -1.961 -0.160  0.236
H 3.185 0.465 -1.919  0.218
H 3.641 -0.873 -0.708  0.243
H -0.168 0.805 -0.798  0.476
H 0.186 0.022 -2.215  0.436
H 1.023 1.365 -1.808  0.442

Properties
Kohn-Sham gap = 11.3 eV
Calculated total energy = -327.4423 a.u.
HOMO = -14.380 eV
Max |F| = 0.010 hartree/bohr
ΔE to the lowest compared entry with this formula, charge and spin = 45.5 kJ/mol
Total charge = +1

(6)
Entry from the OMol25 dataset: C21H31F5P2Pt as an isolated structure at a distorted geometry (the ωB97M-V functional and the def2-TZVPD basis).

Each line ends with the natural charge from an NBO analysis.
Geometry (Å):
P -1.855 1.498 -4.018  1.137
P -0.523 -1.195 -4.451  1.044
C -0.905 1.264 -5.580  -0.739
C -1.062 -0.227 -5.970  -0.724
H 0.131 1.502 -5.293  0.237
H -1.202 1.986 -6.351  0.234
H -2.114 -0.453 -6.227  0.232
H -0.434 -0.502 -6.829  0.236
C 1.268 -1.259 -4.758  -0.976
H 1.680 -1.912 -3.982  0.242
H 1.753 -0.280 -4.680  0.247
H 1.555 -1.694 -5.724  0.224
C -0.946 -2.977 -4.576  -0.951
H -0.677 -3.413 -5.552  0.231
H -2.013 -3.146 -4.383  0.256
H -0.367 -3.470 -3.780  0.254
C -1.489 3.147 -3.323  -0.971
H -2.078 3.283 -2.387  0.263
H -1.734 3.968 -4.020  0.237
H -0.420 3.225 -3.068  0.261
C -3.608 1.427 -4.568  -0.973
H -3.966 0.390 -4.436  0.258
H -3.702 1.736 -5.621  0.233
H -4.203 2.096 -3.925  0.250
Pt -1.351 -0.166 -2.791  0.248
C 3.813 0.532 -3.515  -0.158
C 4.332 1.402 -4.394  -0.142
C 5.242 2.550 -4.109  -0.455
C 4.864 3.271 -2.805  -0.444
C 3.447 3.765 -2.819  -0.202
C 2.380 3.178 -2.283  -0.175
C 2.147 1.752 -1.899  -0.451
C 3.243 0.702 -2.140  -0.470
C -2.910 0.402 -1.465  -0.980
H 3.816 -0.527 -3.816  0.183
H 4.075 1.236 -5.445  0.178
H 5.201 3.233 -4.967  0.212
H 6.300 2.240 -4.049  0.209
H 5.124 2.596 -1.965  0.212
H 5.513 4.169 -2.719  0.220
H 3.318 4.723 -3.345  0.199
H 1.552 3.830 -2.008  0.194
H 1.251 1.370 -2.416  0.215
H 1.841 1.712 -0.842  0.237
H 4.009 0.839 -1.360  0.219
H 2.734 -0.261 -1.937  0.220
H -3.549 -0.483 -1.333  0.215
H -3.479 1.263 -1.833  0.169
H -2.459 0.623 -0.482  0.216
F 0.044 0.560 0.053  -0.340
C -0.069 -0.799 -0.111  0.348
C -0.885 -1.328 -1.095  -0.462
C -1.256 -2.664 -0.916  0.341
F -2.178 -3.254 -1.742  -0.342
C -0.703 -3.464 0.087  0.243
F -1.089 -4.747 0.255  -0.302
C 0.305 -2.947 0.888  0.257
F 0.989 -3.743 1.726  -0.294
C 0.634 -1.602 0.772  0.243
F 1.649 -1.081 1.487  -0.301

Properties
2S+1 = 3
Kohn-Sham gap (alpha / beta) = 6.0 / 6.8 eV
Calculated total energy = -2119.9298 a.u.
HOMO (alpha / beta) = -5.656 / -7.895 eV
<S²> = 2.005
Max |F| = 0.127 hartree/bohr
ΔE to the lowest compared entry with this formula, charge and spin = 0.0 kJ/mol
Total charge = 0